[1]
113
Properties=species:S:1:pos:R:3 method="wB97M-V/def2-TZVPD" e_tot_ev=-97805.5823 fmax_ev_per_a=2.75 e_above_lowest_kj_mol=0.0 charge=-1 homo_lumo_gap_ha=0.18863 e_lumo_ev=2.15
Li -9.83 -5.25 16.67
C -15.54 -3.16 15.54
C -15.83 -4.11 16.70
C -16.18 -3.38 17.98
P -14.29 -5.26 16.85
C -14.87 -6.26 18.34
C -14.51 -7.77 18.27
C -14.28 -5.61 19.60
C -14.67 -6.40 15.45
C -15.99 -6.88 15.36
C -16.30 -7.88 14.46
C -15.32 -8.30 13.57
C -14.01 -7.83 13.66
C -13.68 -6.87 14.62
Si -11.85 -6.15 14.87
C -11.99 -4.74 13.49
C -12.91 -4.83 12.46
C -13.11 -3.79 11.53
C -12.36 -2.63 11.60
C -11.40 -2.49 12.61
C -11.14 -3.59 13.48
P -9.79 -3.38 14.75
C -8.25 -2.81 13.85
C -7.86 -3.88 12.81
C -8.28 -1.42 13.23
C -10.47 -1.85 15.51
C -11.84 -2.00 16.18
C -9.53 -1.24 16.47
C -10.73 -7.50 14.07
C -10.00 -7.19 12.94
C -9.04 -8.05 12.37
C -8.80 -9.29 12.96
C -9.53 -9.61 14.12
C -10.47 -8.73 14.73
P -11.39 -9.05 16.23
C -12.07 -10.83 16.08
C -13.11 -10.84 14.95
C -11.14 -12.05 15.94
C -10.18 -9.16 17.68
C -10.29 -7.91 18.52
C -8.77 -9.39 17.27
H -16.40 -2.54 15.32
H -15.18 -3.69 14.66
H -14.75 -2.43 15.82
H -16.68 -4.72 16.39
H -15.36 -2.89 18.46
H -16.67 -4.08 18.67
H -16.85 -2.53 17.69
H -15.92 -6.09 18.43
H -13.47 -7.90 18.00
H -15.06 -8.27 17.43
H -14.62 -8.29 19.22
H -13.20 -5.78 19.79
H -14.82 -6.03 20.45
H -14.45 -4.53 19.51
H -16.77 -6.53 16.00
H -17.29 -8.26 14.33
H -15.51 -9.03 12.76
H -13.28 -8.25 13.00
H -13.57 -5.67 12.39
H -13.86 -3.91 10.75
H -12.57 -1.85 10.91
H -10.83 -1.62 12.73
H -7.45 -2.85 14.61
H -8.77 -4.21 12.27
H -7.41 -4.84 13.27
H -7.15 -3.53 12.04
H -8.86 -1.37 12.37
H -7.26 -1.22 12.87
H -8.57 -0.66 14.02
H -10.66 -1.23 14.65
H -11.74 -2.69 17.01
H -12.56 -2.41 15.52
H -12.18 -1.01 16.54
H -9.63 -1.55 17.49
H -9.87 -0.17 16.57
H -8.51 -1.33 16.22
H -10.23 -6.24 12.48
H -8.49 -7.63 11.56
H -8.06 -10.01 12.61
H -9.26 -10.50 14.67
H -12.58 -10.98 17.05
H -12.58 -10.82 13.98
H -13.85 -10.07 15.05
H -13.75 -11.69 15.06
H -10.72 -12.23 14.94
H -11.69 -12.94 16.20
H -10.33 -11.99 16.64
H -10.57 -10.04 18.22
H -10.47 -7.00 17.96
H -9.30 -7.70 19.05
H -11.07 -7.97 19.32
H -8.48 -8.61 16.57
H -8.64 -10.40 16.84
H -8.07 -9.37 18.11
O -8.29 -6.50 16.37
S -7.11 -6.41 15.43
C -5.88 -5.30 16.15
C -5.16 -6.01 17.33
C -5.50 -7.52 17.29
C -5.96 -7.81 15.86
H -6.45 -4.42 16.53
H -5.26 -4.92 15.33
H -5.49 -5.52 18.23
H -4.06 -5.77 17.25
H -6.36 -7.78 17.93
H -4.71 -8.19 17.52
H -6.47 -8.79 15.79
H -5.14 -7.79 15.17
F -7.85 -3.76 18.28
C -9.28 -4.11 18.35
F -9.22 -4.81 19.65
H -9.77 -3.19 18.70

---

[2]
69
Properties=species:S:1:pos:R:3 method="wB97M-V/def2-TZVPD" e_tot_ev=-45562.2141 fmax_ev_per_a=1.64 charge=+1 homo_lumo_gap_ha=0.08799 e_lumo_ev=-5.75
C 2.70 -2.35 -1.61
C 2.08 -2.37 -3.03
C 1.91 -0.95 -3.63
N 0.59 -0.74 -4.23
B -0.49 -0.13 -3.38
C -0.65 -0.82 -1.91
C -1.89 -0.08 -4.27
C -3.16 -0.64 -3.61
C -3.21 -2.18 -3.62
C -3.80 -2.73 -2.34
O -5.12 -2.20 -2.14
C -5.33 -1.69 -0.86
S -0.11 1.77 -3.00
C -1.60 2.51 -2.28
O 0.92 1.89 -1.92
O 0.24 2.55 -4.18
H 3.78 -2.48 -1.65
H 2.51 -1.38 -1.13
H 2.25 -3.12 -0.98
H 1.11 -2.86 -2.98
H 2.77 -2.93 -3.66
H 2.64 -0.87 -4.44
H 2.19 -0.20 -2.89
H 0.68 -0.28 -5.12
H -0.81 -1.90 -1.99
H -1.46 -0.40 -1.30
H 0.27 -0.67 -1.33
H -1.71 -0.61 -5.21
H -2.11 0.96 -4.56
H -3.32 -0.26 -2.60
H -4.02 -0.29 -4.19
H -2.18 -2.53 -3.68
H -3.75 -2.55 -4.49
H -3.18 -2.37 -1.51
H -3.84 -3.82 -2.34
H -5.13 -2.42 -0.07
H -4.71 -0.80 -0.66
H -6.37 -1.37 -0.80
H -1.75 3.51 -2.70
H -1.43 2.57 -1.20
H -2.47 1.88 -2.45
C 0.68 4.81 0.66
N 0.95 3.75 1.66
C 1.49 2.61 1.23
C 1.78 1.58 2.11
C 1.52 1.74 3.45
C 0.94 2.94 3.88
C 0.66 3.92 2.96
C 1.85 0.66 4.41
C 2.70 0.88 5.49
C 2.96 -0.14 6.37
N 2.41 -1.36 6.20
C 1.60 -1.60 5.16
C 1.31 -0.62 4.24
C 2.67 -2.44 7.18
H 0.05 4.39 -0.12
H 1.63 5.13 0.24
H 0.19 5.64 1.15
H 1.68 2.52 0.16
H 2.23 0.68 1.71
H 0.68 3.10 4.92
H 0.21 4.86 3.25
H 3.16 1.84 5.65
H 3.61 -0.02 7.22
H 1.20 -2.60 5.08
H 0.65 -0.85 3.42
H 3.09 -3.29 6.65
H 1.73 -2.71 7.65
H 3.37 -2.09 7.93